1.
ORCA calculation (the ωB97M-V functional and the def2-TZVPD basis) on the molecule C4H5Cl2P in a non-equilibrium geometry.

```
12
Properties=species:S:1:pos:R:3
P 3.39204 -1.06524 -0.92114
C 2.10108 -0.52824 -0.24325
C 1.02307 0.05040 0.53769
C -0.34127 -0.64570 0.42945
Cl -0.15858 -2.37623 0.86194
C -0.95785 -0.53024 -0.95992
Cl -2.64630 -1.07967 -0.94647
H 1.32398 0.02618 1.59140
H 0.88490 1.10130 0.25392
H -1.02521 -0.21887 1.17232
H -0.41297 -1.14803 -1.67622
H -0.95450 0.51113 -1.28923
```

Kohn-Sham gap   0.3737 Eh
SMILES   P#CC[C@H](Cl)CCl
Highest occupied orbital energy   -9.82 eV
Lowest unoccupied orbital energy   0.3441 eV
Energy above the lowest of the compared OMol25 structures with the same formula, charge and spin   72.8 kJ/mol



2.
ORCA calculation (the ωB97M-V functional and the def2-TZVPD basis) on the molecule C4H5Cl3NP in a non-equilibrium geometry.

```
14
Properties=species:S:1:pos:R:3
C 0.62185 0.39185 -0.02671
C -0.75982 -0.24719 0.01411
C -1.88387 0.54560 -0.63782
Cl -1.52202 2.18766 -1.01968
P -3.49165 0.39591 0.18648
Cl -4.75220 1.13002 1.73356
N -4.65879 0.68307 -1.14319
C -4.68573 -0.53098 -0.79009
Cl -5.41529 -1.95594 -1.10192
H 0.91815 0.60172 -1.05012
H 0.64269 1.31993 0.53738
H 1.34530 -0.29212 0.40887
H -0.72198 -1.19920 -0.53082
H -1.00660 -0.48610 1.05047
```

Kohn-Sham gap (alpha / beta)   0.2650 / 0.2649 Eh
SMILES   CCC(Cl)=[P@@]1(Cl)N=C1Cl
Highest occupied orbital energy (alpha / beta)   -8.15 / -8.14 eV
Lowest unoccupied orbital energy (alpha / beta)   -0.9353 / -0.9350 eV
Energy above the lowest of the compared OMol25 structures with the same formula, charge and spin   179.3 kJ/mol



3.
ORCA calculation (the ωB97M-V functional and the def2-TZVPD basis) on the molecule C4H5Cl3OS in a non-equilibrium geometry.

```
14
Properties=species:S:1:pos:R:3
C 0.27678 -0.95886 0.66655
C 0.17919 1.34030 -0.68419
C -1.07356 -0.75083 0.08431
C -1.33435 0.71690 -0.15704
O 1.28097 1.30564 1.66187
S 1.38535 0.50741 0.39192
Cl -2.34338 -1.45560 1.08623
Cl -2.63414 0.91116 -1.29473
Cl -1.80152 1.49994 1.38547
H 0.25058 -1.17438 1.74949
H 0.69258 -1.62803 -0.00689
H 0.29627 0.87526 -1.73439
H 0.42499 2.33676 -0.58478
H -1.17369 -1.35968 -0.92775
```

Kohn-Sham gap   0.3566 Eh
Highest occupied orbital energy   -9.38 eV
Lowest unoccupied orbital energy   0.3209 eV
Energy above the lowest of the compared OMol25 structures with the same formula, charge and spin   38.6 kJ/mol



4.
ORCA calculation (the ωB97M-V functional and the def2-TZVPD basis) on a 2-piece molecular cluster, C4H5Cl5N2O overall.

```
17
Properties=species:S:1:pos:R:3
C -1.26423 0.58695 -1.48815
C -0.40708 0.00386 -0.67054
N -0.04088 -1.36154 -0.74744
Cl -1.22188 -2.35451 0.13072
O 1.19697 -1.49492 -0.09018
C 1.64209 -0.28141 0.39742
N 2.33738 -0.43341 1.58367
Cl 2.74023 0.43996 -0.97213
C 0.40032 0.62348 0.43070
Cl -0.46279 0.31610 1.98477
Cl 0.70162 2.33594 0.28081
H -1.47359 1.63555 -1.40197
H -1.77462 0.02062 -2.24552
H 2.77263 0.41921 1.90877
H 3.00178 -1.19597 1.54020
Cl -4.20445 0.97077 -0.14642
H -3.94352 -0.23066 -0.49474
```

Kohn-Sham gap   0.3485 Eh
SMILES   C=C1N(Cl)O[C@@](N)(Cl)C1(Cl)Cl.Cl
Highest occupied orbital energy   -9.67 eV
Lowest unoccupied orbital energy   -0.1928 eV
Energy above the lowest of the compared OMol25 structures with the same formula, charge and spin   64.8 kJ/mol



5.
ORCA calculation (the ωB97M-V functional and the def2-TZVPD basis) on C4H5ClF2O as an isolated structure in a non-equilibrium geometry.

```
13
Properties=species:S:1:pos:R:3
C 1.79235 0.27264 -0.18909
C 1.00617 -0.80943 -0.73422
C -0.80032 -0.50673 0.69051
C -1.46197 0.68177 0.09478
H 1.80052 1.24141 0.82023
H 1.59252 -1.39142 -1.60409
H -1.43207 -1.06674 1.28561
H -0.06897 -0.03930 1.51190
H -1.94277 1.55038 0.75722
O -0.15881 -1.28069 -0.28965
F 3.06848 0.18313 -0.78937
F -0.54616 1.31185 -0.67280
Cl -2.84897 -0.14686 -0.88103
```

Kohn-Sham gap   0.3404 Eh
Highest occupied orbital energy   -8.62 eV
Lowest unoccupied orbital energy   0.6401 eV
Energy above the lowest of the compared OMol25 structures with the same formula, charge and spin   370.9 kJ/mol



6.
ORCA calculation (the ωB97M-V functional and the def2-TZVPD basis) on C4H5ClF2O as an isolated structure in a non-equilibrium geometry.

```
13
Properties=species:S:1:pos:R:3
C 1.73222 0.63779 1.12489
C 0.67401 0.68520 0.03068
C 0.50960 -0.51170 -0.97453
C -0.34930 -0.30756 0.12755
H 1.70245 1.99321 1.43597
H 1.30204 -0.28158 2.10110
H 2.92566 0.34960 0.50842
H -0.21282 2.44717 -0.23314
H 0.10447 -0.20834 -1.92113
O 0.48578 1.84534 -0.73568
F 1.38684 -1.57630 -0.94144
F -0.28451 -0.98588 1.33875
Cl -2.06048 0.05732 -0.08429
```

Kohn-Sham gap   0.3955 Eh
Highest occupied orbital energy   -10.31 eV
Lowest unoccupied orbital energy   0.4516 eV
Energy above the lowest of the compared OMol25 structures with the same formula, charge and spin   456.4 kJ/mol



7.
ORCA calculation (the ωB97M-V functional and the def2-TZVPD basis) on the molecule C4H5ClN2 in a non-equilibrium geometry.

```
12
Properties=species:S:1:pos:R:3
C -1.53815 -0.98042 0.21599
C -0.16129 -0.40318 0.07599
C 0.90333 -0.15656 0.83410
Cl 1.71881 -0.25408 2.86647
N 1.73638 0.21322 -0.27928
N 0.56931 -0.01365 -1.13203
C 1.01155 1.32474 -0.95683
H -2.23151 -0.22664 0.72014
H -2.06108 -1.09477 -0.75949
H -1.71243 -1.93922 0.70322
H 1.46827 1.60573 -1.92198
H 0.29680 1.92484 -0.36631
```

Kohn-Sham gap   0.3350 Eh
SMILES   Cc1c(Cl)n2n1C2
Highest occupied orbital energy   -9.75 eV
Lowest unoccupied orbital energy   -0.6351 eV
Energy above the lowest of the compared OMol25 structures with the same formula, charge and spin   578.5 kJ/mol



8.
ORCA calculation (the ωB97M-V functional and the def2-TZVPD basis) on the molecule C4H5ClN2 in a non-equilibrium geometry.

```
12
Properties=species:S:1:pos:R:3
C -0.72789 -0.43933 -1.51401
C -0.22330 -0.05723 -0.17417
C 0.47803 -0.94703 0.74329
N 0.81587 -0.12824 1.74671
N 0.59192 1.15318 1.52329
C -0.00228 1.16115 0.37311
Cl -0.86499 2.92945 -0.53363
H -1.70005 -0.01796 -1.55957
H 0.03075 0.01840 -2.10868
H -0.71039 -1.52238 -1.47296
H 0.78890 -1.89735 0.55004
H 1.52343 -0.25265 2.42659
```

Kohn-Sham gap   0.3484 Eh
SMILES   Cc1c[nH]nc1Cl
Highest occupied orbital energy   -9.53 eV
Lowest unoccupied orbital energy   -0.0459 eV
Energy above the lowest of the compared OMol25 structures with the same formula, charge and spin   260.7 kJ/mol



| no. | E (Eh) |
| --- | --- |
| 1 | -1417.10612 |
| 2 | -1931.98433 |
| 3 | -2009.35408 |
| 4 | -2641.02867 |
| 5 | -890.42143 |
| 6 | -890.38887 |
| 7 | -724.91526 |
| 8 | -725.03631 |